Entry 1:
DFT (the ωB97M-V functional and the def2-TZVPD basis) results for a molecular structure, C32H34N5OPtS.

Last column: Mulliken charge in e.
Geometry (Å):
Pt1 0.11783 0.15359 0.08811  1.19
C1 -2.29155 -2.16088 -0.48875  -1.34
N1 -1.64933 -0.94880 -1.02191  -0.45
C2 -1.10254 -1.05139 -2.38223  -0.90
C3 0.39482 -1.07986 -2.39341  0.43
N2 1.15027 -0.62522 -1.41926  0.10
C4 2.47762 -0.85037 -1.79869  0.43
C5 3.68970 -0.67669 -1.13243  -0.54
C6 4.84364 -1.02399 -1.80369  -0.80
C7 4.81730 -1.54941 -3.10349  -0.46
C8 3.62472 -1.76596 -3.76048  -1.08
C9 2.46783 -1.41525 -3.07729  0.64
N3 1.13164 -1.54835 -3.42003  -0.04
C10 -1.44384 -2.91169 0.49341  0.40
N4 -0.33405 -2.47408 0.99780  0.20
C11 0.09426 -3.46662 1.87195  -0.19
C12 1.23101 -3.51798 2.67241  -0.41
C13 1.40592 -4.63890 3.45943  -0.76
C14 0.47521 -5.68888 3.45568  -0.50
C15 -0.65815 -5.65342 2.66413  -1.09
C16 -0.82516 -4.52163 1.87548  0.74
N5 -1.80549 -4.14012 0.97120  -0.10
H1 -2.58868 -2.83340 -1.30127  0.52
H2 -3.21602 -1.86084 0.01331  0.43
H3 -2.31445 -0.18979 -0.97638  0.25
H4 -1.42086 -0.17853 -2.95726  0.40
H5 -1.48593 -1.93614 -2.89894  0.39
H6 3.73215 -0.30701 -0.12090  0.59
H7 5.79687 -0.89597 -1.30965  0.41
H8 5.74770 -1.80532 -3.59078  0.40
H9 3.59184 -2.19804 -4.75126  0.41
H10 0.76834 -1.93966 -4.27224  0.21
H11 1.93778 -2.69812 2.67579  0.54
H12 2.27788 -4.71528 4.09478  0.45
H13 0.65102 -6.55047 4.08532  0.41
H14 -1.36953 -6.46814 2.66372  0.43
H15 -2.62092 -4.66937 0.71526  0.21
C17 0.01834 3.47919 0.84648  -1.16
C18 1.37551 2.95588 0.39296  0.65
C19 2.48401 3.74533 1.09183  -1.60
C20 1.61345 1.45549 0.62417  -1.04
H16 -0.09934 4.52820 0.56743  0.54
H17 -0.06618 3.42537 1.93646  0.17
H18 -0.80524 2.91227 0.41524  0.09
H19 1.46452 3.14336 -0.68256  0.32
H20 2.39760 3.64045 2.17744  0.30
H21 2.42706 4.80936 0.85562  0.39
H22 3.47381 3.38915 0.80030  0.42
H23 1.85264 1.28761 1.67894  0.25
H24 2.51981 1.21803 0.07118  0.48
O1 -1.36683 0.73045 1.40858  -0.70
S1 -1.86538 -0.13950 2.56900  0.22
C21 -2.94349 0.95758 3.47081  0.21
C22 -4.10909 0.41590 3.98743  -0.32
C23 -4.96480 1.23258 4.71400  -0.73
C24 -4.65291 2.57122 4.89336  -0.49
C25 -3.48806 3.10429 4.35087  -0.70
C26 -2.62207 2.29682 3.63522  0.00
C27 -0.57080 -0.32697 3.77498  0.89
C28 0.42929 0.61969 3.90241  -0.17
C29 1.40776 0.42817 4.86507  -0.76
C30 1.36676 -0.69376 5.68439  -0.62
C31 0.35397 -1.63304 5.54343  -0.67
C32 -0.62190 -1.45746 4.57521  -0.62
H25 -4.34467 -0.62907 3.82813  0.43
H26 -5.87561 0.82465 5.12974  0.41
H27 -5.32387 3.20873 5.45285  0.40
H28 -3.25690 4.15158 4.48800  0.44
H29 -1.71992 2.69758 3.19484  0.14
H30 0.44063 1.48357 3.25429  0.50
H31 2.19907 1.15705 4.97841  0.47
H32 2.13132 -0.83789 6.43582  0.42
H33 0.33339 -2.51165 6.17308  0.46
H34 -1.40415 -2.19478 4.43969  0.42

The calculation puts the relative energy (zero: lowest compared OMol25 entry of this formula, charge and spin) at 4.7 kcal/mol. The net charge is +1. As for the total energy: -2106.1526 hartree. The HOMO energy is -10.4 eV. Its HOMO-LUMO gap is 0.303 Ha.

---

Entry 2:
DFT (the ωB97M-V functional and the def2-TZVPD basis) results for a molecular structure, C10H16CuF3N6 in a non-equilibrium geometry.

Last column: Mulliken spin population.
Geometry (Å):
Cu1 -12.43607 -3.58123 -3.13797  0.58
N1 -13.69405 -4.61226 -1.65302  0.00
C1 -14.71919 -3.83698 -0.97220  0.00
C2 -15.78249 -3.14736 -1.83610  0.00
C3 -15.17000 -1.93643 -2.52806  -0.01
N2 -14.21935 -2.31920 -3.59314  0.06
H1 -14.19314 -5.40554 -2.06841  0.00
H2 -13.03837 -4.94570 -0.86618  0.00
H3 -14.14960 -3.08283 -0.37099  0.00
H4 -15.32280 -4.50714 -0.31978  0.00
H5 -16.42344 -2.80658 -1.07801  0.00
H6 -16.14855 -3.91338 -2.61654  0.00
H7 -14.66779 -1.35698 -1.74654  0.00
H8 -15.99086 -1.28201 -2.96248  0.00
H9 -13.88150 -1.38333 -3.94709  -0.01
H10 -14.73015 -2.69590 -4.43155  0.00
N3 -9.33341 -5.21255 -5.17556  0.00
C4 -8.51318 -4.98780 -4.11501  0.00
C5 -9.31943 -4.61410 -3.09818  0.00
N4 -10.67455 -4.63255 -3.47679  0.03
C6 -10.62547 -5.00191 -4.76544  0.01
C7 -11.81878 -5.05799 -5.58660  0.00
N5 -12.91142 -4.55980 -4.99886  0.03
C8 -13.98709 -4.96921 -5.80049  0.00
C9 -13.47948 -5.73577 -6.81230  0.00
N6 -12.12127 -5.77782 -6.69609  0.00
H11 -9.01974 -5.37188 -6.10637  0.00
H12 -7.44060 -5.04013 -4.05354  0.00
H13 -9.03973 -4.25528 -2.12377  0.00
H14 -14.95983 -4.74504 -5.47743  0.00
H15 -13.94081 -6.16868 -7.72575  0.00
H16 -11.46088 -6.24797 -7.23285  0.00
F1 -10.44996 -1.60858 -2.31841  0.02
C10 -11.54626 -2.25193 -1.73965  0.25
F2 -12.15304 -1.26083 -1.08031  0.02
F3 -10.98957 -3.03830 -0.77791  0.01

The calculation puts the relative energy (zero: lowest compared OMol25 entry of this formula, charge and spin) at 1.4 kcal/mol. The net charge is +1. As for the total energy: -2659.0668 hartree. The HOMO energy (alpha / beta) is -11.8 / -12.1 eV. The multiplicity is 2. Its HOMO-LUMO gap (alpha / beta) is 0.323 / 0.313 Ha.